Computed, not measured: a structure of composition C46H103B3F6HgN10O29S2, with wB97M-V/def2-TZVPD.

XYZ file:
```
200
Properties=species:S:1:pos:R:3:lowdin_charge:R:1
Hg -4.8419 -2.5477 1.9141 1.241
O -2.5903 -0.4938 -2.2767 0.122
C -1.9514 -0.2473 -1.2645 -0.358
O -0.7790 0.3510 -1.1840 0.192
B -0.3052 0.4764 0.2556 -0.893
O -1.1955 -0.3704 1.0299 0.241
C -2.2367 -0.7164 0.2524 -0.263
O -3.2685 -1.2700 0.6554 0.036
O -0.2078 1.8961 0.5868 0.241
C 0.9390 2.1100 1.1835 -0.329
O 1.2952 3.1480 1.7362 0.116
C 1.7243 0.8160 1.0278 -0.360
O 1.0672 -0.0490 0.3542 0.274
O 2.8366 0.6494 1.5331 0.089
O -0.9416 -4.0078 4.1609 0.154
C -0.8350 -2.7907 4.2707 -0.405
O 0.1272 -2.0858 4.7101 0.208
B -0.2261 -0.6377 4.8808 -0.811
O -1.5695 -0.5966 4.2515 0.231
C -1.9595 -1.8087 3.9398 -0.291
O -3.0712 -2.1412 3.4365 -0.017
O -0.1648 -0.2625 6.3140 0.203
C 0.7790 0.6862 6.5526 -0.372
O 1.1302 1.1681 7.5773 0.174
C 1.4139 0.9752 5.1729 -0.379
O 0.7599 0.3049 4.2624 0.211
O 2.3615 1.7355 4.9875 0.113
C -1.0733 -7.4745 -3.7880 -0.623
F -2.3279 -7.9261 -3.8427 0.132
F -0.2782 -8.1460 -4.5965 0.147
F -1.0698 -6.1800 -4.1556 0.088
S -0.3662 -7.6640 -1.9368 0.703
O -1.1364 -8.7946 -1.4430 -0.342
O 1.0781 -7.8945 -2.0078 -0.327
N -0.9503 -6.2784 -1.0012 -0.262
S 0.2872 -5.3614 -1.0800 0.525
O 1.2946 -5.6441 -0.0565 -0.327
O 0.7683 -5.1393 -2.4435 -0.347
C -0.4830 -3.7013 -0.4913 -0.604
F -0.9854 -3.8727 0.7541 0.107
F 0.4903 -2.7713 -0.5720 0.116
F -1.5238 -3.3608 -1.2724 0.117
B -3.9036 -4.5594 0.7262 -0.366
H -3.1389 -4.7638 -0.0070 -0.025
H -3.5567 -4.1174 1.6473 -0.076
H -4.5515 -3.7951 0.3256 -0.094
H -4.3462 -5.4987 1.0195 -0.037
C 1.8838 5.0066 4.7051 -0.040
C 3.1973 5.2319 3.9199 -0.404
C 4.4239 5.8903 4.7027 -0.178
O 4.9542 4.9797 5.6665 -0.170
C 5.9452 5.5881 6.4789 -0.121
N 3.5476 4.0296 3.2729 0.054
H 1.8725 4.2623 5.5014 0.076
H 1.1041 4.6742 4.0198 0.052
H 1.4184 5.9321 5.0441 0.070
H 3.0230 5.8702 3.0537 0.128
H 4.0916 6.8683 5.0509 0.110
H 5.2533 6.2182 4.0761 0.101
H 6.9152 5.0911 6.4960 0.078
H 5.5518 5.6398 7.4941 0.084
H 6.1292 6.6277 6.2080 0.076
H 4.1324 4.3229 2.5034 0.074
H 2.7164 3.7240 2.7872 0.024
C 3.1767 -2.7784 2.5720 -0.042
C 3.3478 -2.7111 4.0512 -0.433
C 2.7855 -3.9822 4.8334 -0.154
O 3.0856 -3.9686 6.2202 -0.166
C 2.4324 -2.9083 6.8531 -0.113
N 4.7738 -2.6131 4.2954 0.048
H 2.1048 -2.7168 2.3838 0.091
H 3.4808 -3.6979 2.0719 0.099
H 3.6686 -1.9202 2.1143 0.048
H 2.8243 -1.8386 4.4419 0.113
H 3.3159 -4.8192 4.3793 0.128
H 1.7290 -4.1430 4.6186 0.113
H 2.4904 -3.0674 7.9299 0.096
H 1.3788 -2.8385 6.5823 0.084
H 2.8515 -1.9266 6.6323 0.084
H 5.2670 -3.4030 3.9045 0.087
H 4.9306 -2.7196 5.2874 0.076
C -1.6417 2.9347 4.2413 -0.038
C -2.9349 3.2165 3.5369 -0.382
C -3.3889 2.1169 2.6117 -0.207
O -4.4451 2.4379 1.7309 -0.194
C -4.0807 2.7895 0.4117 -0.077
N -4.0518 3.4353 4.5881 0.044
H -1.6022 1.9767 4.7598 0.080
H -1.5530 3.6478 5.0609 0.086
H -0.8082 3.1059 3.5601 0.076
H -2.8269 4.1201 2.9370 0.135
H -3.6628 1.2398 3.1981 0.116
H -2.4744 1.8266 2.0946 0.120
H -3.5300 3.7268 0.4913 0.096
H -4.9077 2.8753 -0.2932 0.090
H -3.4696 2.0105 -0.0444 0.076
H -3.9155 4.2553 5.1616 0.054
H -4.8692 3.6196 4.0241 0.045
C 2.9190 -2.5552 -6.8020 -0.054
C 3.0199 -2.4641 -5.2568 -0.406
C 1.6752 -2.8967 -4.5519 -0.199
O 0.5169 -2.1889 -4.9176 -0.214
C 0.4275 -0.9616 -4.1594 -0.064
N 4.1387 -3.2535 -4.7080 0.032
H 2.0194 -2.0075 -7.0826 0.072
H 2.8787 -3.5805 -7.1696 0.076
H 3.7722 -2.0337 -7.2358 0.066
H 3.2642 -1.4231 -5.0452 0.108
H 1.7789 -2.8545 -3.4677 0.106
H 1.3626 -3.8954 -4.8568 0.124
H -0.4554 -0.3662 -4.3919 0.083
H 1.2263 -0.2754 -4.4407 0.067
H 0.3966 -1.1269 -3.0825 0.078
H 4.2472 -4.1468 -5.1665 0.064
H 3.8971 -3.4006 -3.7384 0.059
C -7.5941 0.9706 2.2692 -0.058
C -6.9268 -0.3656 1.9782 -0.366
C -6.7204 -0.5377 0.4237 -0.177
O -6.0033 -1.7027 0.1011 -0.320
C -6.1030 -2.0431 -1.2789 -0.051
N -5.6404 -0.5332 2.7305 0.048
H -7.1030 1.7780 1.7259 0.072
H -7.5977 1.3302 3.2981 0.087
H -8.6070 0.9133 1.8706 0.084
H -7.6316 -1.1138 2.3409 0.135
H -6.1172 0.2813 0.0319 0.129
H -7.6977 -0.4789 -0.0554 0.130
H -5.6256 -1.2991 -1.9165 0.095
H -7.1677 -2.0365 -1.5125 0.092
H -5.5792 -2.9716 -1.5063 0.099
H -5.1098 0.3041 2.5367 0.056
H -5.8515 -0.5250 3.7181 0.107
C 2.9264 3.7789 -6.5536 -0.073
C 2.3556 2.8454 -5.4842 -0.431
C 2.7638 3.3298 -4.0503 -0.183
O 2.2402 2.5438 -2.9512 -0.214
C 2.9399 1.3377 -2.6110 -0.069
N 0.9028 2.8451 -5.6785 0.057
H 3.9774 4.0333 -6.4162 0.071
H 2.4015 4.7340 -6.5689 0.074
H 2.8626 3.3685 -7.5614 0.078
H 2.7972 1.8504 -5.5392 0.122
H 2.3624 4.3387 -3.9540 0.117
H 3.8473 3.4448 -4.0220 0.116
H 2.1984 0.6525 -2.2002 0.084
H 3.6503 1.6478 -1.8446 0.079
H 3.5467 0.9914 -3.4476 0.083
H 0.6189 2.6246 -4.7346 0.039
H 0.6560 3.8238 -5.7149 0.061
C -3.7407 2.2385 -3.7570 -0.040
C -3.2790 3.7280 -3.4668 -0.419
C -1.9528 3.7338 -2.7018 -0.176
O -1.5302 5.0909 -2.4061 -0.199
C -0.4518 5.1083 -1.4882 -0.092
N -3.2189 4.4789 -4.7216 0.039
H -3.0855 1.5180 -4.2467 0.074
H -4.6858 2.2950 -4.2972 0.067
H -3.9310 1.7287 -2.8125 0.045
H -3.9914 4.1993 -2.7897 0.122
H -1.2537 3.2588 -3.3901 0.120
H -2.1446 3.1842 -1.7803 0.106
H -0.3518 6.1444 -1.1650 0.090
H 0.4023 4.6145 -1.9516 0.081
H -0.7570 4.5486 -0.6040 0.072
H -4.1347 4.4839 -5.1475 0.063
H -3.0331 5.4292 -4.4341 0.062
C -3.3655 -5.1365 -6.3228 -0.050
C -2.8761 -3.6465 -6.1614 -0.384
C -3.1871 -3.0386 -4.7652 -0.149
O -4.5716 -3.1853 -4.2315 -0.205
C -5.6523 -2.6555 -5.0468 -0.104
N -1.3958 -3.6988 -6.3852 0.054
H -2.7086 -5.8599 -5.8399 0.046
H -3.2557 -5.4612 -7.3575 0.067
H -4.3505 -5.3239 -5.8953 0.066
H -3.4222 -2.9954 -6.8440 0.118
H -2.8074 -2.0172 -4.7407 0.106
H -2.5655 -3.5844 -4.0554 0.118
H -5.3775 -1.7583 -5.6014 0.079
H -6.5385 -2.4937 -4.4332 0.072
H -5.8647 -3.3541 -5.8561 0.069
H -0.9217 -4.2691 -5.6996 0.046
H -1.0992 -2.7486 -6.2144 0.041
C 5.8971 -0.3513 1.4674 -0.010
C 6.0239 0.6440 2.6454 -0.328
C 6.2471 2.0615 2.1020 -0.180
O 6.5495 2.9202 3.1870 -0.191
C 7.4341 4.0195 3.0318 -0.083
N 4.8715 0.5408 3.5149 0.376
H 5.0094 -0.1707 0.8612 0.077
H 5.8750 -1.3928 1.7882 0.080
H 6.7047 -0.2593 0.7411 0.097
H 6.8370 0.3867 3.3242 0.158
H 5.4985 2.4413 1.4066 0.134
H 7.1610 1.8770 1.5374 0.122
H 7.4021 4.7190 3.8671 0.076
H 7.0196 4.6244 2.2253 0.086
H 8.4635 3.7187 2.8371 0.087
H 4.6799 -0.4464 3.6091 0.088
H 4.2115 0.7940 2.7936 0.073
```

Calculated values
LUMO energy (spin up / spin down) (eV): 0.9 / -3.1
HOMO-LUMO gap (spin up / spin down) (eV): 7.1 / 3.1
Multiplicity: 2
Charge: -1
E_HOMO (spin up / spin down) (eV): -6.2801 / -6.2801
M (g/mol): 1671.5

---

Computed, not measured: a cluster of 12 separate species, C46H103F2IN5O17S3 in total, with wB97M-V/def2-TZVPD.

XYZ file:
```
177
Properties=species:S:1:pos:R:3:lowdin_charge:R:1
C 2.1957 -1.6699 2.4365 -0.059
C 2.1251 -0.1174 2.4469 -0.295
F 0.7889 0.2917 2.2354 -0.002
N 3.0673 0.5758 1.5478 0.221
C 2.9693 0.6158 0.2351 -0.246
N 3.9267 1.3624 -0.4564 0.139
C 3.2517 2.2278 -1.4805 -0.114
C 1.7079 2.3703 -1.3204 -0.579
F 1.4946 3.3420 -0.2828 -0.049
S 1.0964 3.1567 -2.8738 1.007
C -0.3696 4.1055 -2.2651 -0.305
C 0.0426 5.5499 -1.7677 -0.500
O 1.1127 6.0181 -2.0369 0.109
O -0.8096 6.3025 -0.9713 -0.037
C -0.3512 6.3178 0.4063 -0.088
C -1.5695 6.5764 1.3756 -0.284
C -1.5383 5.6063 2.6306 -0.019
O -1.5475 7.9387 1.8900 -0.043
C -2.5459 8.6973 1.2486 -0.507
O -2.3713 8.9976 0.1014 0.101
C -3.8343 9.1770 1.9970 -0.407
S -5.2759 8.9006 0.8623 0.696
C 0.9656 1.0558 -0.8809 -0.228
C -0.1300 0.5420 -1.9114 -0.150
C -0.9224 -0.7024 -1.2855 -0.162
C -2.4696 -0.6512 -1.6062 -0.182
C -3.3939 -0.9745 -0.3606 -0.199
C -4.4216 -2.1310 -0.6910 -0.207
C -5.5092 -1.7204 -1.7790 -0.257
C -5.3138 -2.6372 -3.0560 -0.441
S -6.8521 -2.4202 -4.1003 0.911
C -6.5804 -0.9077 -5.0439 -0.647
N -5.9502 -0.8936 -6.2237 0.042
N -5.9288 0.4252 -6.5862 0.023
C -6.5240 1.1437 -5.6452 -0.150
O -6.9936 0.3413 -4.6147 0.003
N 1.8894 -0.0400 -0.4380 0.009
C 2.3420 -0.8796 -1.5823 -0.119
C 3.7427 -1.5768 -1.4122 -0.779
O 4.6475 -1.1427 -2.0602 -0.007
I 4.1439 -3.2756 -0.1552 1.006
H 3.2432 -2.0186 2.5933 0.047
H 1.5944 -2.0095 3.3246 0.102
H 1.7003 -2.1255 1.5429 0.060
H 2.3586 0.2131 3.4955 0.158
H 3.8383 1.0782 1.9966 0.187
H 4.3898 2.0303 0.1873 0.128
H 3.7055 3.2484 -1.5343 0.142
H 3.4507 1.7535 -2.4860 0.133
H -1.0829 4.2545 -3.1125 0.106
H -0.8728 3.5678 -1.4195 0.095
H 0.0879 5.3150 0.6328 0.113
H 0.4189 7.1260 0.5228 0.153
H -2.5233 6.4706 0.7960 0.157
H -1.1894 6.2408 3.4908 0.093
H -0.8155 4.7653 2.4881 0.071
H -2.5684 5.2283 2.8485 0.085
H -3.7189 10.2791 2.1771 0.090
H -4.0220 8.6177 2.9478 0.087
H -4.8702 9.4205 -0.3359 -0.116
H 0.3657 1.3254 0.0348 0.156
H -0.9088 1.3421 -2.0235 0.093
H 0.3139 0.3002 -2.9093 0.110
H -0.5257 -1.6603 -1.6999 0.104
H -0.7849 -0.6680 -0.1683 0.107
H -2.7984 0.3497 -2.0052 0.110
H -2.7080 -1.3950 -2.4101 0.100
H -3.9727 -0.0532 -0.1050 0.108
H -2.8194 -1.2887 0.5504 0.106
H -4.9706 -2.4192 0.2411 0.103
H -3.8386 -3.0213 -1.0560 0.112
H -6.5189 -1.8956 -1.3252 0.101
H -5.4376 -0.6458 -2.0746 0.105
H -4.4391 -2.3045 -3.6703 0.079
H -5.2560 -3.7246 -2.7946 0.084
H -6.6813 2.2409 -5.6061 0.143
H 1.5950 -1.7004 -1.7713 0.128
H 2.3860 -0.2983 -2.5448 0.136
C -8.9917 -0.3805 -7.8572 -0.094
C -9.8177 0.8535 -7.5484 -0.322
O -10.2513 1.4787 -8.7511 -0.081
H -8.1218 -0.1177 -8.4616 0.076
H -8.6499 -0.8616 -6.9385 0.053
H -9.5761 -1.1019 -8.4348 0.077
H -9.2252 1.5804 -6.9906 0.098
H -10.6976 0.5933 -6.9503 0.110
H -10.7830 0.8383 -9.2374 0.082
C 1.6720 -7.1985 -0.7866 -0.091
C 0.5700 -6.1687 -0.9221 -0.308
O 0.8022 -5.0653 -0.0464 -0.123
H 1.7313 -7.5599 0.2417 0.072
H 1.4928 -8.0456 -1.4482 0.068
H 2.6463 -6.7614 -1.0282 0.066
H -0.3930 -6.6066 -0.6581 0.105
H 0.5095 -5.7941 -1.9495 0.110
H 1.6477 -4.6722 -0.2894 -0.040
C 4.7822 -3.3022 5.9944 -0.087
C 4.8032 -1.8529 5.5527 -0.312
O 3.4786 -1.3155 5.5275 -0.108
H 4.1625 -3.8989 5.3209 0.081
H 5.7897 -3.7215 6.0096 0.050
H 4.3480 -3.3950 6.9941 0.081
H 5.2171 -1.7668 4.5460 0.103
H 5.4139 -1.2487 6.2304 0.111
H 3.1196 -1.3840 6.4197 0.086
C 8.3190 0.1996 -3.0888 -0.085
C 8.2596 0.6923 -1.6566 -0.311
O 6.9958 1.3001 -1.3908 -0.112
H 8.1602 1.0261 -3.7844 0.079
H 9.2849 -0.2610 -3.3037 0.079
H 7.5305 -0.5339 -3.2779 0.068
H 9.0332 1.4394 -1.4770 0.113
H 8.4078 -0.1342 -0.9544 0.109
H 6.3145 0.6324 -1.5422 0.036
C -6.1083 13.1252 -1.8315 -0.094
C -6.6422 13.1134 -0.4119 -0.318
O -5.8749 12.2310 0.4024 -0.119
H -6.1363 12.1207 -2.2589 0.074
H -6.6951 13.7937 -2.4645 0.074
H -5.0649 13.4515 -1.8495 0.073
H -7.6759 12.7671 -0.3955 0.113
H -6.6069 14.1166 0.0249 0.108
H -4.9635 12.5461 0.3933 0.078
C 1.1469 -11.7124 0.4369 -0.085
C 0.3933 -10.4318 0.7379 -0.312
O 0.0075 -9.7907 -0.4765 -0.110
H 2.0351 -11.5014 -0.1622 0.078
H 1.4537 -12.2114 1.3581 0.077
H 0.5254 -12.3990 -0.1436 0.077
H 1.0239 -9.7407 1.2990 0.107
H -0.5050 -10.6369 1.3294 0.108
H -0.5566 -10.4044 -0.9630 0.088
C 5.1646 6.3210 -0.3212 -0.075
C 4.8492 5.7110 1.0294 -0.288
O 4.7084 4.2899 0.9103 -0.119
H 4.3734 6.0924 -1.0394 0.071
H 5.2681 7.4043 -0.2450 0.083
H 6.0931 5.9071 -0.7251 0.077
H 3.9124 6.1096 1.4189 0.116
H 5.6423 5.9274 1.7500 0.095
H 5.5453 3.9434 0.5737 0.076
C 8.3694 5.3341 4.0448 -0.095
C 8.3761 6.7893 3.6159 -0.319
O 7.0513 7.3138 3.6107 -0.093
H 7.7464 4.7398 3.3721 0.064
H 9.3803 4.9217 4.0449 0.076
H 7.9477 5.2287 5.0479 0.074
H 8.7775 6.8881 2.6068 0.112
H 8.9907 7.3908 4.2924 0.110
H 6.7031 7.2341 4.5062 0.083
C -3.4083 -8.5791 -1.6022 -0.084
C -4.0019 -8.4955 -0.2112 -0.320
O -3.3185 -9.3843 0.6689 -0.088
H -3.4778 -9.5986 -1.9881 0.079
H -3.9259 -7.9064 -2.2893 0.073
H -2.3465 -8.3153 -1.5848 0.056
H -5.0538 -8.7794 -0.2277 0.109
H -3.9254 -7.4783 0.1855 0.100
H -2.3902 -9.1195 0.6837 0.057
C -7.5361 -6.5794 1.8340 -0.087
C -6.5586 -5.7538 1.0205 -0.327
O -6.4638 -6.2591 -0.3084 -0.100
H -7.2207 -7.6242 1.8648 0.077
H -7.6097 -6.2034 2.8563 0.076
H -8.5306 -6.5587 1.3804 0.075
H -5.5628 -5.7944 1.4642 0.107
H -6.8755 -4.7062 0.9777 0.102
H -7.3432 -6.2133 -0.7014 0.084
C 8.2726 -7.3086 7.1542 -0.091
C 8.2822 -5.8578 6.7137 -0.310
O 6.9554 -5.3325 6.6958 -0.111
H 7.6545 -7.9079 6.4830 0.077
H 9.2834 -7.7207 7.1641 0.076
H 7.8446 -7.4058 8.1554 0.074
H 8.6899 -5.7675 5.7064 0.113
H 8.8925 -5.2506 7.3895 0.110
H 6.6017 -5.4057 7.5903 0.088
```

Calculated values
LUMO energy (eV): -3.4
HOMO-LUMO gap (eV): 6.9
Charge: +1
E_HOMO (eV): -10.2861
M (g/mol): 1259.4

---

Going through the records in order, we get strongest force on any atom values of 5.51; 3.16 eV Å⁻¹.